17
Properties=species:S:1:pos:R:3 method="wB97M-V/def2-TZVPD" spin_multiplicity=2 total_charge=+1 fmax_ev_per_a=5.4 orbital_gap_ev="8.6 / 4.6" s_squared=0.75
O 1.38860 1.45400 -0.29153
C 0.37108 0.67647 -0.87674
C 0.26960 -0.66716 -0.17755
C -0.91716 -1.50060 -0.66198
C -2.24910 -0.95891 -0.22564
O -3.22965 -0.90436 -0.93126
H 1.01482 2.30295 0.42952
H 0.53089 0.55849 -1.96211
H -0.56379 1.25879 -0.77160
H 0.18897 -0.50837 0.91061
H 1.19068 -1.23733 -0.37077
H -0.91509 -1.63032 -1.75306
H -2.29509 -0.57934 0.82207
H -0.84558 -2.50519 -0.21189
Li 2.74149 0.74437 0.86146
O 1.89207 1.92819 2.21735
H 1.42727 1.56832 2.99314



135
Properties=species:S:1:pos:R:3 method="wB97M-V/def2-TZVPD" total_charge=+2 fmax_ev_per_a=1.2 orbital_gap_ev=7.5
Sc 0.58251 0.87489 0.39355
C 0.74987 5.79128 -0.56223
N 1.24201 4.53159 -0.02035
C 1.28038 4.46816 1.43077
C 2.12246 3.73728 -0.72885
N 1.99332 2.42467 -0.63041
C 3.15895 1.63544 -0.87701
C 4.36155 2.05456 -0.36205
C 5.54879 1.33104 -0.53481
C 5.52058 0.15482 -1.21626
C 4.30907 -0.33501 -1.75639
C 4.33693 -1.55314 -2.47271
C 3.20762 -2.03778 -3.05730
C 2.00871 -1.32572 -2.92559
C 1.91298 -0.14183 -2.22638
N 0.60112 0.42536 -2.09809
C -0.08225 0.44590 -3.22702
N 0.45937 0.73960 -4.42900
C 0.09195 0.00991 -5.63689
C 1.61306 1.60490 -4.55953
N -1.43254 0.16787 -3.20312
C -2.34326 0.78845 -4.15722
C -1.81887 -1.18582 -2.79274
C 3.08854 0.40052 -1.60283
N 3.02800 4.37471 -1.49795
C 3.67711 3.81787 -2.67542
C 3.59465 5.66293 -1.09979
H -0.29113 5.91194 -0.25517
H 0.78090 5.76321 -1.64989
H 1.30036 6.66717 -0.21223
H 2.08276 5.09086 1.84426
H 1.42862 3.44479 1.76718
H 0.34060 4.84597 1.82229
H 4.38872 2.97284 0.21328
H 6.47243 1.70418 -0.11126
H 6.42170 -0.42976 -1.35689
H 5.27770 -2.08505 -2.54742
H 3.22077 -2.97271 -3.60226
H 1.10483 -1.74073 -3.35851
H -0.63681 -0.76474 -5.41635
H 0.98585 -0.47340 -6.03867
H -0.31145 0.67898 -6.39861
H 1.64252 2.26263 -3.69583
H 1.49685 2.21017 -5.45953
H 2.55349 1.05006 -4.62823
H -1.90161 1.69196 -4.57080
H -3.26427 1.06257 -3.63685
H -2.61760 0.11733 -4.97578
H -1.74106 -1.88732 -3.63174
H -2.85197 -1.19923 -2.45043
H -1.17035 -1.53345 -1.99015
H 3.19093 2.90703 -2.99877
H 4.72453 3.58607 -2.47219
H 3.62931 4.55578 -3.47755
H 3.32556 5.91448 -0.07966
H 3.28302 6.46437 -1.77071
H 4.68223 5.58465 -1.14686
C -0.61173 2.80175 3.69646
N -0.98763 1.69741 2.80461
C -0.92970 0.45799 3.57938
C -2.35727 1.94344 2.35749
C -2.31963 2.74690 1.08455
N -1.73731 1.94769 -0.01299
C -2.74635 0.93002 -0.41568
C -1.48896 2.87590 -1.13930
H -1.16631 2.73738 4.64025
H -0.84892 3.75613 3.23907
H 0.44997 2.77520 3.91167
H -1.68382 0.45271 4.37461
H 0.04797 0.36672 4.03406
H -1.10711 -0.39855 2.92948
H -2.92464 2.47803 3.12804
H -2.86726 0.99141 2.19301
H -1.71564 3.64486 1.22987
H -3.32904 3.06310 0.79929
H -3.59411 0.93557 0.26677
H -2.32742 -0.07460 -0.41215
H -3.12614 1.15058 -1.41150
H -2.38892 3.46183 -1.35817
H -1.21532 2.31242 -2.01969
H -0.67615 3.54866 -0.88147
I 1.02203 -2.17082 0.07795
C 0.75816 -3.83031 1.39679
C 1.98309 -4.34175 1.72145
C 2.09588 -5.53146 2.46182
C 0.96190 -6.19524 2.80744
C -0.31794 -5.69471 2.46212
C -1.44473 -6.46859 2.81847
C -2.70308 -6.06452 2.49537
C -2.87044 -4.83762 1.83767
C -1.81657 -4.02073 1.49147
P -2.32526 -2.41420 0.69922
C -3.18216 -3.12790 -0.77313
C -2.34776 -3.75356 -1.70392
C -2.86876 -4.34504 -2.84346
C -4.23834 -4.31726 -3.08006
C -5.07532 -3.70633 -2.16112
C -4.55294 -3.11477 -1.01472
C -3.65094 -1.83178 1.82630
C -3.56580 -2.09077 3.19641
C -4.45212 -1.50285 4.08697
C -5.43008 -0.62851 3.63086
C -5.51333 -0.34526 2.27556
C -4.62269 -0.93044 1.38391
C -0.47652 -4.45203 1.75936
H 2.88238 -3.84428 1.38218
H 3.07531 -5.91009 2.72302
H 1.01403 -7.13348 3.34651
H -1.27893 -7.40506 3.33750
H -3.56687 -6.66590 2.74617
H -3.87764 -4.51436 1.60763
H -1.27744 -3.80466 -1.52576
H -2.20661 -4.84174 -3.54217
H -4.65002 -4.78348 -3.96613
H -6.14601 -3.70207 -2.32343
H -5.23489 -2.67673 -0.30173
H -2.81260 -2.77242 3.57500
H -4.38180 -1.73351 5.14314
H -6.12552 -0.17713 4.32652
H -6.27638 0.32984 1.90802
H -4.69786 -0.68504 0.33169
C 3.98780 -0.13145 2.05543
C 2.65293 0.07353 2.75743
C 2.84739 1.12905 3.84458
C 2.23219 -1.25884 3.39744
O 1.66930 0.53944 1.81049
H 4.66805 -0.67322 2.71365
H 4.43940 0.82500 1.80392
H 3.85346 -0.70842 1.13714
H 3.75484 0.90661 4.40628
H 2.01578 1.14215 4.54831
H 2.95389 2.12068 3.39620
H 2.59931 -1.30321 4.42406
H 2.65932 -2.10206 2.86285
H 1.15234 -1.38836 3.41468



43
Properties=species:S:1:pos:R:3 method="wB97M-V/def2-TZVPD" smiles="CC(=O)O[Si](OC(C)=O)(OC(C)(C)C)OC(C)(C)C" fmax_ev_per_a=2.0 orbital_gap_ev=10.7
O -2.15072 2.03484 -0.44361
O -1.00409 0.76575 -3.89673
O -1.61120 -0.09028 0.16784
O -0.10233 -0.28211 -2.09677
O 0.96247 0.59053 0.25252
O 0.39325 -1.95898 0.08827
C -2.46921 0.94622 0.00999
C -1.12279 -0.01849 -2.97431
C -3.86251 0.71145 0.51572
C -2.43384 -0.68786 -2.73054
C 0.68993 2.13675 -1.65692
C 0.68650 2.91703 0.70171
C 2.79012 2.02402 -0.37441
C 1.19293 -3.85286 1.29910
C 0.10096 -1.93304 2.58040
C 2.36156 -1.61886 1.43333
C 1.24832 1.89657 -0.28045
C 0.99715 -2.31392 1.36695
Si -0.10661 -0.47835 -0.43136
H -3.93644 -0.27571 0.92846
H -4.03556 1.45221 1.28884
H -4.58768 0.84876 -0.31493
H -3.22594 -0.02547 -2.32854
H -2.29977 -1.51494 -2.01349
H -2.73066 -1.11103 -3.66675
H -0.35677 1.96990 -1.70063
H 0.86394 3.17099 -2.01135
H 1.17418 1.48300 -2.42551
H -0.41655 2.85466 0.73813
H 0.99951 3.93726 0.46440
H 1.05253 2.67921 1.71910
H 3.20971 1.99646 0.64112
H 3.20307 1.23534 -0.99196
H 3.05881 2.97894 -0.84676
H 0.21789 -4.34556 1.31833
H 1.81469 -4.17810 2.16885
H 1.65805 -4.12676 0.37243
H -0.02383 -0.85418 2.67157
H -0.89500 -2.37987 2.54038
H 0.61992 -2.27004 3.49331
H 2.92024 -2.00952 2.30680
H 2.90311 -1.79006 0.52473
H 2.25266 -0.51390 1.59275



10
Properties=species:S:1:pos:R:3 method="wB97M-V/def2-TZVPD" total_charge=+1 smiles=S[C@H]1C[NH2+]1 fmax_ev_per_a=3.0 orbital_gap_ev=11.0
C -0.25653 0.95221 -0.46684
C 0.54421 0.04010 0.28680
N -0.98549 -0.14490 0.26470
S 1.41655 -1.20329 -0.58106
H -0.43611 1.96811 0.02755
H -0.28039 1.01568 -1.55267
H 1.12963 0.28620 1.10529
H -1.72830 0.08916 0.94689
H -1.31891 -0.93075 -0.37529
H 1.91534 -2.07250 0.34462



144
Properties=species:S:1:pos:R:3 method="wB97M-V/def2-TZVPD" smiles="CN(C)C=O.CN(C)C=O.CN(C)C=O.CN(C)C=O.CN(C)C=O.CN(C)C=O.CN(C)C=O.CN(C)C=O.CN(C)C=O.CN(C)C=O.CN(C)C=O.CN(C)C=O" fmax_ev_per_a=4.8 orbital_gap_ev=8.8
C 6.18263 -1.79103 -4.93350
O 6.30303 -1.46583 -6.12513
N 5.21738 -1.35753 -4.04826
C 5.30739 -1.73061 -2.67762
C 4.19269 -0.32101 -4.35446
H 6.87958 -2.56523 -4.57703
H 6.33892 -1.94833 -2.40077
H 4.70068 -2.63511 -2.72078
H 4.89451 -0.93497 -2.05746
H 4.55966 0.55785 -3.82434
H 4.16520 -0.02251 -5.40243
H 3.16432 -0.53037 -4.05999
C 1.61482 5.78212 0.29889
O 1.14395 4.83757 1.02746
N 1.75240 5.82377 -1.06715
C 2.19837 6.98576 -1.71031
C 1.48394 4.75149 -1.96278
H 2.03353 6.65456 0.82400
H 1.49607 7.35972 -2.45532
H 3.07437 6.62592 -2.24998
H 2.56740 7.70380 -0.97796
H 0.71823 4.96838 -2.70760
H 2.40269 4.45039 -2.46610
H 1.19391 3.99356 -1.23510
C 1.55560 -5.40071 -1.39877
O 0.82964 -6.22766 -0.75766
N 2.40749 -5.49635 -2.40686
C 2.58045 -4.27666 -3.19219
C 2.91295 -6.75682 -2.94278
H 1.45990 -4.31220 -1.26391
H 2.27557 -4.68597 -4.15532
H 3.59589 -3.97861 -3.45323
H 2.05068 -3.35984 -2.93354
H 3.97497 -6.57925 -2.77345
H 2.55331 -7.69006 -2.50940
H 2.59783 -6.72702 -3.98581
C 3.92432 2.98810 2.57709
O 4.37883 3.28250 3.67617
N 3.99587 1.75116 2.09597
C 4.36071 0.62974 2.92521
C 3.90017 1.64369 0.60151
H 3.64895 3.79935 1.88554
H 3.66796 -0.17506 2.67921
H 4.11540 0.81084 3.97169
H 5.37805 0.24349 2.86248
H 3.23211 0.80596 0.40151
H 3.51857 2.54750 0.12652
H 4.89181 1.51005 0.16920
C 0.26126 -4.62697 2.65043
O -0.13138 -3.63798 3.26228
N 0.47537 -5.82586 3.19766
C 0.95595 -7.02008 2.50289
C 0.32563 -6.10802 4.63706
H 0.60243 -4.72058 1.60781
H 1.04445 -6.64185 1.48445
H 0.25764 -7.85301 2.58475
H 1.87421 -7.38003 2.96692
H -0.47809 -6.84119 4.70489
H 1.26030 -6.47846 5.05809
H 0.05287 -5.23396 5.22843
C -3.16731 0.86174 -1.82292
O -3.21033 1.35146 -0.65257
N -3.93740 1.48132 -2.83166
C -4.77338 2.54784 -2.52924
C -4.02969 0.88798 -4.06508
H -2.49390 0.06879 -2.18341
H -4.94031 2.68806 -1.46127
H -5.78154 2.55591 -2.94355
H -4.42871 3.52517 -2.86708
H -5.03443 0.73967 -4.46082
H -3.42164 1.58394 -4.64302
H -3.51439 -0.06645 -3.95730
C -0.07712 2.92107 6.43282
O 1.06819 2.60562 6.81451
N -0.52506 2.94494 5.08637
C 0.27326 2.34293 3.98750
C -1.83852 3.35713 4.73770
H -0.80811 3.42487 7.08400
H 0.31379 2.92825 3.06888
H -0.26502 1.42814 3.73949
H 1.31110 2.10833 4.22404
H -2.35872 2.49417 4.32201
H -2.54899 3.65280 5.50965
H -1.80652 4.21312 4.06364
C -3.70714 0.82440 6.31067
O -4.79059 1.41322 5.96493
N -2.87431 0.06372 5.44294
C -3.34950 -0.21709 4.10948
C -1.72592 -0.60707 5.95251
H -3.19697 0.93401 7.28016
H -4.15492 0.41237 3.73109
H -3.83335 -1.17891 4.27947
H -2.59529 -0.21337 3.32256
H -1.79284 -0.63279 7.04015
H -1.65817 -1.68122 5.78014
H -0.76511 -0.20683 5.62884
C -2.09332 6.79730 0.70520
O -2.10723 8.01260 0.80279
N -2.84455 6.04223 -0.13142
C -4.02280 6.62146 -0.80301
C -2.67647 4.68689 -0.33138
H -1.25861 6.24285 1.16133
H -3.74653 7.14998 -1.71539
H -4.46911 7.38757 -0.16899
H -4.85387 5.93487 -0.96429
H -2.54953 4.68405 -1.41396
H -1.80813 4.44304 0.28068
H -3.49595 4.00219 -0.11288
C -0.72948 -1.16493 -4.84788
O -1.78089 -1.55760 -4.39500
N -0.65629 -0.32779 -5.86397
C 0.53945 0.45930 -6.10665
C -1.77446 0.05504 -6.66663
H 0.27071 -1.42700 -4.46953
H 1.11796 -0.02070 -6.89598
H 1.17338 0.28743 -5.23677
H 0.38315 1.51012 -6.35047
H -1.29979 0.34399 -7.60434
H -2.31773 -0.88763 -6.73245
H -2.32317 0.86565 -6.18713
C 0.56137 -0.94869 -1.01824
O 1.01158 -0.56216 -2.11796
N 0.10425 -0.04564 -0.04074
C -0.02087 -0.58150 1.25581
C 0.26919 1.46476 -0.23556
H 0.46793 -1.94809 -0.56585
H -0.77070 0.03841 1.74731
H 0.89079 -0.30313 1.78448
H -0.30460 -1.61995 1.42678
H 0.99934 1.94305 0.41730
H 0.59804 1.64592 -1.25885
H -0.69254 1.97769 -0.24496
C -2.54375 -3.74666 0.46561
O -1.41139 -3.58948 0.03453
N -3.04842 -4.91446 0.81804
C -4.45695 -4.88950 1.40333
C -2.22375 -6.08113 1.20797
H -3.33739 -2.98672 0.39612
H -5.08960 -4.05125 1.11145
H -4.30057 -4.90259 2.48197
H -5.05387 -5.75714 1.12228
H -1.23449 -5.94318 0.77158
H -1.90193 -5.98319 2.24477
H -2.64290 -7.08381 1.12407



20
Properties=species:S:1:pos:R:3 method="wB97M-V/def2-TZVPD" smiles="CC[C@@H](N)CNC=O" fmax_ev_per_a=6.4 orbital_gap_ev=10.1
C -0.16331 -0.97018 -1.25823
N 1.34635 -1.15357 -1.52814
C 2.23514 -0.12318 -1.62455
O 1.92635 1.00756 -1.96421
C -0.53687 -0.53524 0.31371
C -0.64559 1.00136 0.43361
C -0.33872 1.65395 1.70748
N -1.65895 -1.28713 0.85632
H -0.54490 -0.25858 -2.03355
H -0.47309 -1.98320 -1.39765
H 1.61463 -1.89419 -0.86218
H 3.22345 -0.43488 -1.42238
H 0.42457 -0.74150 0.90131
H -1.51611 1.37359 -0.15199
H 0.27408 1.32998 -0.16993
H -0.70972 1.02045 2.48237
H -0.75984 2.64248 1.69914
H 0.72677 1.69367 1.98544
H -2.49639 -1.02646 0.28233
H -1.92784 -1.31495 1.75112



67
Properties=species:S:1:pos:R:3 method="wB97M-V/def2-TZVPD" spin_multiplicity=5 total_charge=+1 fmax_ev_per_a=5.6 orbital_gap_ev="4.4 / 4.4" s_squared=6.03
Ir 0.82979 -0.17553 -0.24499
C -1.93271 -0.02683 5.04841
C -0.60711 -0.03183 5.46601
C 0.42339 -0.00733 4.55531
C 0.14209 0.02087 3.17151
C -1.20301 0.03667 2.76571
C -2.22011 0.01127 3.68981
N 1.10489 0.02267 2.22991
N 2.35919 0.05557 2.46941
C 3.27379 0.04627 1.51611
C 4.63579 0.06337 1.89791
C 5.61189 0.03397 0.94371
C 5.23249 0.00997 -0.40559
C 3.89349 -0.01763 -0.71909
N 2.91549 -0.01653 0.19061
H -2.73111 -0.04873 5.77311
H -0.37781 -0.05213 6.52101
H 1.45639 -0.00763 4.86621
H -1.41231 0.06807 1.71051
H -3.24771 0.02347 3.35791
H 4.85109 0.08547 2.95141
H 6.65249 0.02377 1.22271
H 5.97709 -0.00483 -1.18249
H 3.57399 -0.05613 -1.75099
C 0.75389 0.64407 -4.57449
C 1.07319 0.97207 -3.14409
O 1.48859 0.05197 -2.43169
C 0.93409 2.34937 -2.68239
C 0.91169 3.40207 -3.59799
C 0.87569 4.72597 -3.19309
C 0.85899 5.04237 -1.83459
C 0.80829 4.03657 -0.90489
C 0.83119 2.65767 -1.27629
O 0.73199 1.81637 -0.31799
H 0.73149 -0.43883 -4.67449
H 1.54139 1.03377 -5.21839
H -0.20251 1.06237 -4.87709
H 0.95119 3.18607 -4.65459
H 0.85509 5.51207 -3.93159
H 0.86879 6.07487 -1.51549
H 0.73999 4.24627 0.15251
N -1.01021 -4.99383 -1.36929
C -0.01231 -4.31653 -0.78329
C 0.06309 -2.90483 -0.86919
N 0.97559 -2.22103 -0.20149
C 1.90439 -2.91813 0.47571
C 1.89889 -4.30373 0.43581
N 0.94809 -4.99463 -0.15459
H -1.84681 -4.50163 -1.63709
H -1.08511 -5.97403 -1.14909
H -0.64491 -2.37343 -1.48499
H 2.65819 -2.38053 1.02801
H 2.68419 -4.87833 0.90571
Br -2.91531 -2.54453 0.54471
C -4.00121 -1.02013 0.21591
C -5.29541 -1.06213 0.70871
C -6.14421 0.00717 0.48641
C -5.71001 1.09777 -0.24959
C -4.41831 1.12467 -0.74069
C -3.53511 0.07247 -0.50839
C -2.12781 0.22057 -1.03639
O -1.88621 0.91617 -2.00589
O -1.23461 -0.43123 -0.37699
H -5.63791 -1.92343 1.26431
H -7.14731 -0.02463 0.87981
H -6.37271 1.92897 -0.43469
H -4.06111 1.96767 -1.31089



| no. | E (Eh) | molecular weight (g/mol) |
| --- | --- | --- |
| 1 | -390.731901 | 112.05 |
| 2 | -3936.773884 | 1027.03 |
| 3 | -1212.782650 | 292.40 |
| 4 | -532.424961 | 76.14 |
| 5 | -2981.836759 | 877.14 |
| 6 | -382.415515 | 116.16 |
| 7 | -4465.709911 | 805.69 |